# 1
{
  "formula": "C52H72BrHfN6O4S2",
  "method": "the ωB97M-V functional and the def2-TZVPD basis",
  "symbols": ["Hf", "C", "N", "C", "C", "C", "N", "C", "C", "C", "C", "C", "C", "C", "O", "C", "C", "C", "C", "C", "C", "C", "C", "C", "C", "C", "C", "C", "C", "C", "O", "C", "C", "C", "C", "C", "C", "C", "C", "H", "H", "H", "H", "H", "H", "H", "H", "H", "H", "H", "H", "H", "H", "H", "H", "H", "H", "H", "H", "H", "H", "H", "H", "H", "H", "H", "H", "H", "H", "H", "H", "H", "H", "H", "H", "H", "H", "H", "H", "H", "H", "H", "H", "H", "H", "H", "H", "H", "H", "H", "H", "H", "H", "S", "C", "C", "C", "C", "C", "C", "S", "H", "H", "H", "H", "C", "C", "C", "C", "N", "C", "N", "N", "N", "H", "H", "H", "H", "H", "H", "H", "H", "H", "H", "Br", "C", "C", "C", "C", "C", "C", "C", "O", "O", "H", "H", "H", "H"],
  "xyz": [[0.444, -0.084, 0.997], [-3.468, 2.185, -0.953], [-2.895, 0.869, -0.758], [-3.913, -0.064, -0.309], [-2.278, 0.431, -1.995], [-1.378, -0.784, -1.867], [0.019, -0.583, -1.430], [0.675, 0.505, -2.212], [2.185, 0.398, -2.224], [2.861, 0.268, -3.424], [4.246, 0.140, -3.471], [4.927, 0.200, -2.258], [4.298, 0.332, -1.020], [2.889, 0.370, -1.008], [2.193, 0.392, 0.114], [5.110, 0.514, 0.269], [4.700, 1.844, 0.920], [6.616, 0.576, -0.012], [4.883, -0.628, 1.267], [4.952, -0.041, -4.814], [6.463, -0.214, -4.657], [4.699, 1.187, -5.700], [4.404, -1.291, -5.517], [0.730, -1.851, -1.724], [0.130, -3.090, -1.118], [0.188, -4.269, -1.854], [-0.221, -5.478, -1.317], [-0.753, -5.441, -0.025], [-0.852, -4.287, 0.738], [-0.346, -3.087, 0.196], [-0.309, -1.968, 0.913], [-1.453, -4.301, 2.142], [-0.377, -3.878, 3.152], [-1.969, -5.682, 2.560], [-2.654, -3.343, 2.175], [-0.108, -6.809, -2.055], [0.795, -7.758, -1.254], [-1.497, -7.443, -2.208], [0.499, -6.641, -3.448], [-4.159, 2.212, -1.817], [-2.675, 2.918, -1.108], [-4.035, 2.477, -0.070], [-4.734, -0.154, -1.045], [-4.318, 0.272, 0.644], [-3.485, -1.050, -0.135], [-1.740, 1.272, -2.437], [-3.062, 0.152, -2.727], [-1.336, -1.265, -2.857], [-1.833, -1.499, -1.187], [0.360, 1.456, -1.781], [0.324, 0.457, -3.252], [2.280, 0.260, -4.341], [6.003, 0.134, -2.272], [4.899, 2.676, 0.238], [5.287, 2.002, 1.830], [3.645, 1.861, 1.188], [6.871, 1.393, -0.691], [6.994, -0.360, -0.433], [7.138, 0.751, 0.931], [3.843, -0.706, 1.569], [5.486, -0.452, 2.162], [5.190, -1.585, 0.834], [6.925, 0.667, -4.209], [6.916, -0.366, -5.640], [6.703, -1.081, -4.038], [5.088, 2.087, -5.222], [3.632, 1.336, -5.873], [5.188, 1.069, -6.671], [4.573, -2.178, -4.902], [4.900, -1.438, -6.480], [3.331, -1.211, -5.697], [1.756, -1.752, -1.385], [0.776, -1.976, -2.817], [0.594, -4.212, -2.857], [-1.110, -6.367, 0.405], [0.397, -4.649, 3.212], [-0.815, -3.741, 4.144], [0.107, -2.947, 2.862], [-1.168, -6.423, 2.608], [-2.749, -6.049, 1.888], [-2.399, -5.597, 3.560], [-2.372, -2.325, 1.911], [-3.086, -3.321, 3.178], [-3.422, -3.690, 1.475], [0.399, -7.934, -0.253], [1.796, -7.330, -1.146], [0.885, -8.723, -1.761], [-1.965, -7.613, -1.238], [-1.425, -8.404, -2.725], [-2.152, -6.788, -2.785], [1.501, -6.209, -3.399], [-0.118, -5.999, -4.079], [0.575, -7.617, -3.934], [-1.622, 0.479, 2.494], [-1.229, -0.466, 3.923], [-2.249, -0.900, 4.777], [-1.979, -1.609, 5.933], [-0.660, -1.910, 6.263], [0.360, -1.502, 5.425], [0.100, -0.781, 4.255], [1.476, -0.259, 3.275], [-3.272, -0.668, 4.507], [-2.792, -1.927, 6.575], [-0.434, -2.467, 7.165], [1.391, -1.741, 5.655], [5.871, -3.512, -1.950], [5.852, -4.824, -1.167], [6.671, -4.710, 0.114], [4.428, -5.312, -0.883], [3.699, -4.459, 0.039], [3.489, -4.557, 1.361], [2.842, -3.497, 1.771], [2.654, -2.747, 0.663], [3.165, -3.309, -0.369], [6.898, -3.241, -2.204], [5.437, -2.694, -1.374], [5.299, -3.592, -2.877], [6.295, -5.606, -1.795], [6.285, -3.913, 0.754], [7.709, -4.467, -0.118], [6.662, -5.642, 0.685], [4.446, -6.309, -0.441], [3.847, -5.354, -1.805], [3.802, -5.389, 1.967], [-2.806, 8.038, 1.878], [-1.793, 6.444, 1.635], [-0.416, 6.533, 1.514], [0.315, 5.367, 1.348], [-0.328, 4.138, 1.270], [-1.707, 4.072, 1.404], [-2.451, 5.228, 1.597], [0.480, 2.878, 1.114], [1.584, 2.815, 1.622], [-0.114, 1.924, 0.441], [0.074, 7.496, 1.560], [1.394, 5.396, 1.281], [-2.178, 3.100, 1.396], [-3.525, 5.182, 1.722]],
  "e_tot_ha": -6072.93478,
  "multiplicity": 1,
  "charge": -1,
  "gap_ev": 6.36
}



# 2
{
  "formula": "CH2BN",
  "method": "the ωB97M-V functional and the def2-TZVPD basis",
  "symbols": ["B", "C", "N", "H", "H"],
  "xyz": [[1.286, 0.022, 0.015], [-1.735, -0.024, -0.061], [-2.871, -0.105, 0.064], [1.759, -1.018, 0.127], [1.561, 1.125, -0.145]],
  "e_tot_ha": -118.61895,
  "s_squared": 2.0118,
  "multiplicity": 3,
  "gap_ev": [7.18, 8.62]
}



ΔE to the lowest compared entry with this formula, charge and spin, record by record: 0.00 44.19 kcal per mole